(1)
ORCA calculation (ωB97M-V/def2-TZVPD) on C16H25ClI2N3P2W as an isolated structure.

Each line ends with the Mulliken charge.
Atoms and positions in Å:
I -0.0200 2.5872 0.4820  0.134
I -0.1261 -2.7596 -0.1287  0.260
W -0.0263 -0.0554 0.1092  -0.166
P -2.4719 -0.0118 -0.2430  1.032
C -3.3185 0.0577 1.3485  -1.194
C -3.0823 1.3971 -1.2055  -1.116
H -4.1469 1.2157 -1.4126  0.457
H -4.2192 -1.2613 -1.3162  0.486
H -2.5365 1.4709 -2.1530  0.368
H -2.6247 -1.6035 -2.0607  0.387
H -3.0735 0.9883 1.8738  0.333
H -2.9646 2.3311 -0.6456  0.384
C -3.1557 -1.4517 -1.1143  -1.271
H -4.3993 0.0150 1.1560  0.477
H -3.0484 -2.3488 -0.4943  0.421
H -3.0193 -0.7950 1.9691  0.349
P 2.4670 0.0101 -0.2465  0.980
C 3.4136 0.1396 1.2909  -1.181
C 3.1106 -1.4532 -1.1035  -1.229
H 2.5032 1.4808 -2.1683  0.364
H 4.1247 1.2355 -1.4430  0.461
H 2.9449 2.3444 -0.6661  0.411
C 3.0609 1.4120 -1.2290  -1.119
H 2.5738 -1.6018 -2.0477  0.377
H 4.1777 -1.2815 -1.3063  0.480
H 4.4796 0.2013 1.0302  0.474
H 3.2377 -0.7352 1.9257  0.366
H 2.9878 -2.3434 -0.4756  0.383
H 3.1137 1.0408 1.8367  0.354
Cl 0.0003 0.0949 -2.2799  -0.149
N -1.2006 2.2524 10.8129  -0.352
C -1.0198 1.9629 9.6923  -0.128
C -0.7479 1.5586 8.3438  0.420
C -1.5044 2.0360 7.2655  -1.052
C -1.2173 1.6279 5.9557  -0.405
C -0.1904 0.6968 5.7434  1.940
C 0.5955 0.2432 6.8077  -0.488
C 0.3041 0.6616 8.1016  -0.960
N 0.0299 0.1395 4.4689  0.262
C 0.7506 -1.0314 4.2186  -0.307
C 0.7753 -1.2048 2.8822  -1.089
N 0.0434 -0.1933 2.2791  0.426
C -0.4077 0.5980 3.2665  -0.477
H -2.3270 2.7334 7.4444  0.444
H -1.7968 2.0079 5.1111  0.255
H 1.4416 -0.4301 6.6359  0.273
H 0.8944 0.2910 8.9365  0.474
H 1.1897 -1.6339 4.9903  0.427
H 1.2586 -1.9814 2.3161  0.601
H -0.9461 1.5258 3.1633  0.424

Forces on atoms 1 to 2 (eV/Å):
-0.04 -0.79 -0.18
0.06 0.45 0.21

## Properties
DFT total energy: -2593.32811 hartree
charge: +3
ΔE to the lowest compared entry with this formula, charge and spin: 0.00 kJ/mol
orbital gap (spin up / spin down): 3.79 / 2.33 eV
spin multiplicity: 3
E_LUMO (spin up / spin down): -0.47296 / -0.52691 hartree
HOMO energy (spin up / spin down): -16.66 / -16.67 eV

=====

(2)
ORCA calculation (ωB97M-V/def2-TZVPD) on C16H25ClN2OPt as an isolated structure.

Each line ends with the natural charge from an NBO analysis.
Atoms and positions in Å:
C -0.0006 0.2597 -4.6013  0.004
C 1.3694 0.8139 -5.0143  -0.624
C -0.2273 -1.0871 -5.3013  -0.625
C -1.0902 1.2452 -5.0438  -0.625
Cl -0.0690 0.0297 -2.8479  -0.126
H -0.1950 -0.9633 -6.3906  0.235
H -1.2060 -1.4950 -5.0363  0.215
H 0.5513 -1.7995 -5.0179  0.215
H 1.3726 0.9385 -6.1064  0.234
H 2.1732 0.1253 -4.7319  0.215
H 1.5511 1.7868 -4.5463  0.218
H -1.0366 1.3679 -6.1343  0.234
H -0.9374 2.2213 -4.5744  0.219
H -2.0842 0.8696 -4.7818  0.216
C 1.5108 -1.5965 2.6574  -0.260
C 0.6944 -2.6053 1.9583  -0.307
C 1.0203 -2.5019 0.5454  -0.102
H 0.1498 -3.4012 2.4705  0.280
C 1.8546 -1.3900 0.3532  -0.078
C 2.0488 -0.7187 1.6133  -0.271
H 2.7152 0.1115 1.8097  0.271
H 1.7996 -1.6060 3.7036  0.287
H 0.7317 -3.2313 -0.2087  0.270
H 2.3748 -1.1089 -0.5582  0.275
C -2.2256 0.2516 2.0540  -0.305
C -2.2518 -1.1540 2.5593  -0.270
C -2.3102 -2.0084 1.3862  -0.172
H -2.4156 -1.4355 3.5944  0.283
C -2.4807 -1.1861 0.2398  -0.061
C -2.3837 0.1744 0.6075  -0.122
H -2.5324 1.0409 -0.0324  0.279
H -2.3809 1.1124 2.6944  0.282
H -2.3518 -3.0907 1.4272  0.268
H -2.7346 -1.5483 -0.7576  0.275
Pt -0.2416 -0.5652 2.1147  0.970
C -0.2691 1.5797 4.8336  -0.415
N 0.9241 2.0224 4.1354  -0.587
C 1.0692 2.0117 2.8072  0.796
N 2.1799 2.5740 2.2747  -0.793
O 0.2228 1.5101 1.9801  -0.746
H -1.1690 2.0382 4.4067  0.216
H -0.1764 1.8920 5.8784  0.258
H -0.3617 0.4866 4.7894  0.191
H 1.6355 2.5202 4.6688  0.426
H 2.2707 2.5479 1.2699  0.434
H 2.9115 2.9612 2.8523  0.422

Forces on atoms 1 to 2 (eV/Å):
0.06 0.23 -2.43
-0.08 -0.04 0.31

## Properties
DFT total energy: -1388.17706 hartree
charge: +2
ΔE to the lowest compared entry with this formula, charge and spin: 0.00 kJ/mol
orbital gap (spin up / spin down): 8.71 / 5.03 eV
spin multiplicity: 5
E_LUMO (spin up / spin down): -0.21493 / -0.37452 hartree
HOMO energy (spin up / spin down): -14.56 / -15.22 eV

=====

(3)
ORCA calculation (ωB97M-V/def2-TZVPD) on C16H25FI2NO8S2 as an isolated structure.

Each line ends with the natural charge from an NBO analysis.
Atoms and positions in Å:
C -0.0805 -0.3684 2.6656  -0.688
C 0.8335 0.4915 1.7096  0.317
N 0.9013 0.0662 0.3776  -0.459
C 1.6578 0.7058 -0.5773  0.065
C 2.4723 1.8500 -0.2618  -0.022
C 3.3719 2.6138 -1.2891  -0.474
C 4.9038 2.4341 -0.9037  0.214
C 5.2395 0.9798 -0.3913  -0.663
F 5.1881 3.3748 0.1197  -0.375
C 2.4273 2.3318 1.1401  -0.105
C 1.5861 1.6824 2.1723  -0.077
C 1.4914 2.1957 3.6386  -0.374
I -0.5858 2.6592 4.1982  0.163
C 2.3240 3.5073 3.9277  -0.339
C 3.8964 3.3244 3.7871  -0.670
I 1.5780 5.2691 2.8394  0.115
H 0.4163 -0.6139 3.6351  0.256
H -0.3982 -1.3113 2.1444  0.255
H -1.0298 0.1978 2.8883  0.269
H 0.3706 -0.7515 0.0546  0.460
H 1.6289 0.3202 -1.6239  0.247
H 3.1615 2.3349 -2.3503  0.245
H 3.1643 3.7140 -1.1497  0.257
H 5.5796 2.6180 -1.7809  0.195
H 6.3497 0.7845 -0.4103  0.243
H 4.7455 0.1976 -1.0339  0.222
H 4.9265 0.8821 0.6825  0.218
H 3.0493 3.2294 1.3699  0.271
H 1.9164 1.3992 4.3180  0.261
H 2.1349 3.7620 5.0085  0.251
H 4.2107 2.3761 3.2859  0.219
H 4.2693 4.2066 3.1910  0.245
H 4.3865 3.4374 4.7959  0.246
C -3.7400 -3.5512 0.1673  -0.110
C -3.2137 -4.9684 0.2656  -0.104
O -1.9073 -4.9138 -0.3205  -0.668
S -1.2569 -3.4719 -0.0327  2.528
O -0.3992 -3.5798 1.1030  -0.910
O -0.8203 -2.9126 -1.2697  -0.905
O -2.6029 -2.7141 0.4271  -0.695
H -4.1036 -3.3325 -0.8378  0.219
H -4.5318 -3.3537 0.8878  0.219
H -3.8431 -5.6826 -0.2612  0.229
H -3.1036 -5.2809 1.3074  0.195
C -4.5553 -0.5911 -4.7595  -0.101
C -5.9666 -1.0892 -5.0037  -0.104
O -5.9549 -2.4503 -4.5649  -0.672
S -4.9228 -2.6034 -3.3362  2.530
O -5.6628 -2.5441 -2.1193  -0.906
O -4.0195 -3.6601 -3.6326  -0.883
O -4.1550 -1.1959 -3.5257  -0.685
H -3.8737 -0.9313 -5.5428  0.197
H -4.5079 0.4941 -4.6851  0.215
H -6.2555 -1.0250 -6.0508  0.223
H -6.6906 -0.5431 -4.3934  0.197

Forces on atoms 1 to 2 (eV/Å):
-0.13 0.38 -1.09
0.20 0.25 0.62

## Properties
DFT total energy: -2772.66823 hartree
charge: +1
orbital gap: 7.78 eV
E_LUMO: -0.14060 hartree
HOMO energy: -11.61 eV

=====

(4)
ORCA calculation (ωB97M-V/def2-TZVPD) on C16H25INO6P2Pb as an isolated structure.

Each line ends with the natural charge from an NBO analysis.
Atoms and positions in Å:
C 3.3604 1.6904 -2.8755  -0.812
C 2.0706 1.0653 -2.9936  0.826
H 3.8275 1.8267 -3.8747  0.380
H 4.0294 1.0594 -2.2526  0.329
H 3.2411 2.6850 -2.3961  0.334
O 1.2761 0.6622 -3.7726  -0.213
I 2.5067 1.7518 1.9032  -0.076
Pb 0.9179 0.5447 -0.4179  0.935
P -0.0301 3.1391 -1.1330  1.126
C -1.7384 2.8452 -1.7084  -0.963
C -0.3092 4.2540 0.2848  -0.941
H -0.5281 5.2561 -0.1120  0.301
H 0.0157 5.2018 -2.3735  0.316
H 0.5899 4.2677 0.9184  0.283
H 1.6698 4.5487 -2.1186  0.263
H -2.2322 2.1236 -1.0417  0.290
H -1.1595 3.8936 0.8818  0.291
C 0.6326 4.2912 -2.3777  -0.956
H -2.2879 3.7988 -1.7041  0.305
H 0.6108 3.8295 -3.3737  0.260
H -1.7147 2.4358 -2.7268  0.267
P 2.5248 -1.7879 -0.5716  1.137
C 1.7246 -3.2958 -1.1901  -0.959
C 4.1087 -1.7999 -1.4630  -0.957
H 3.3718 -1.3746 1.6574  0.282
H 3.8700 -2.9941 1.0165  0.304
H 2.2097 -2.7274 1.6377  0.288
C 3.0503 -2.2669 1.1034  -0.955
H 4.7646 -1.0126 -1.0701  0.266
H 4.5741 -2.7814 -1.3030  0.314
H 2.4517 -4.1224 -1.1934  0.306
H 1.3428 -3.1189 -2.2024  0.272
H 3.9496 -1.6338 -2.5344  0.256
H 0.8735 -3.5591 -0.5481  0.295
C -0.7365 -0.9049 -2.3297  0.482
O -1.4926 -1.1812 -3.1528  -0.406
O -1.5342 -1.7503 -0.4841  -0.636
C -1.6837 -0.9313 0.4703  0.779
O -1.2012 0.2721 0.4877  -0.751
C -2.4230 -1.3145 1.7190  -0.115
C -2.8819 -2.6345 1.8728  -0.160
C -3.6722 -2.9965 2.9678  -0.171
C -3.9997 -2.0322 3.9457  0.097
C -3.5164 -0.7266 3.8169  -0.171
C -2.7074 -0.3818 2.7475  -0.189
N -4.7822 -2.3527 5.0968  0.473
O -5.2545 -3.5035 5.2185  -0.312
O -4.9199 -1.4661 5.9769  -0.335
H -2.6121 -3.3828 1.1264  0.244
H -4.0430 -4.0119 3.0949  0.277
H -3.7695 -0.0323 4.6131  0.276
H -2.3342 0.6354 2.7372  0.225

Forces on atoms 1 to 2 (eV/Å):
1.23 0.59 1.52
-3.55 -1.71 -7.05

## Properties
DFT total energy: -2302.83898 hartree
charge: +3
orbital gap (spin up / spin down): 2.25 / 2.25 eV
E_LUMO (spin up / spin down): -0.52100 / -0.52093 hartree
HOMO energy (spin up / spin down): -16.43 / -16.43 eV

=====

(5)
ORCA calculation (ωB97M-V/def2-TZVPD) on a 2-piece molecular cluster, C16H25N2O overall.

Each line ends with the natural charge from an NBO analysis.
Atoms and positions in Å:
C -3.4106 -2.5818 1.4309  -0.407
C -3.3829 -1.2254 0.7128  -0.412
C -2.3307 -0.2566 1.2549  -0.228
N -1.0178 -0.9168 1.3157  -0.252
C 0.0779 -0.3309 0.8578  0.269
C 1.3679 -0.9712 0.9481  -0.109
C 1.5336 -2.3469 0.6044  -0.186
C 2.7562 -2.9780 0.7967  -0.212
C 3.8484 -2.2388 1.2789  -0.135
C 3.7204 -0.8711 1.5854  -0.205
C 2.4901 -0.2515 1.4468  -0.169
C -1.0346 -2.0970 2.1853  -0.246
C -2.0165 -3.1535 1.6903  -0.413
H -3.9440 -2.4703 2.3845  0.213
H -3.9831 -3.2743 0.8000  0.238
H -3.1646 -1.3967 -0.3500  0.213
H -4.3624 -0.7298 0.7678  0.245
H -2.2629 0.6353 0.6223  0.234
H -2.6040 0.0639 2.2765  0.223
H -0.0307 0.7036 0.5081  0.221
H 0.6866 -2.9150 0.2184  0.224
H 2.8385 -4.0567 0.6218  0.243
H 4.8009 -2.7479 1.4509  0.240
H 4.5724 -0.3218 2.0004  0.245
H 2.3325 0.7734 1.7734  0.228
H -0.0475 -2.5501 2.2894  0.250
H -1.3718 -1.7702 3.1806  0.228
H -2.0902 -3.9493 2.4441  0.244
H -1.6595 -3.6218 0.7645  0.210
C 1.0286 4.6107 -2.4764  -0.072
C 0.9260 3.6898 -1.2666  -0.238
N 0.2242 2.4380 -1.5238  -0.646
C 0.0011 1.9098 -2.8594  -0.237
C 0.1444 2.9424 -3.9656  -0.073
O 1.1844 3.8652 -3.6723  -0.521
H 0.1350 5.2581 -2.5013  0.167
H 1.9561 5.1954 -2.4114  0.208
H 1.9649 3.5150 -0.9274  0.167
H 0.4147 4.2319 -0.4559  0.190
H 0.3557 1.7277 -0.8100  0.336
H 0.7058 1.0880 -3.0964  0.167
H -1.0118 1.4831 -2.9098  0.184
H 0.4872 2.4485 -4.8839  0.208
H -0.8279 3.4436 -4.1004  0.167

Forces on atoms 1 to 2 (eV/Å):
-0.34 0.32 0.15
0.13 -0.08 -0.40

## Properties
DFT total energy: -809.13742 hartree
charge: +1
ΔE to the lowest compared entry with this formula, charge and spin: 177.13 kJ/mol
orbital gap: 6.34 eV
E_LUMO: -0.16765 hartree
HOMO energy: -10.90 eV

=====

Look up the DFT total energy of the third one.
-2772.66823 hartree

=====

What is the formula in the second record?
C16H25ClN2OPt